{"formula": "C17H21N3O5", "method": "the ωB97M-V functional and the def2-TZVPD basis", "elements": ["C", "C", "C", "C", "C", "O", "C", "O", "C", "C", "C", "N", "C", "O", "N", "C", "C", "C", "C", "C", "N", "O", "O", "C", "C", "H", "H", "H", "H", "H", "H", "H", "H", "H", "H", "H", "H", "H", "H", "H", "H", "H", "H", "H", "H", "H"], "coordinates": [[1.332, 3.286, 2.431], [0.343, 2.809, 1.374], [0.168, 3.837, 0.259], [-0.813, 3.387, -0.823], [-0.352, 2.147, -1.590], [-0.594, 0.946, -0.860], [-1.636, 0.184, -1.252], [-2.342, 0.459, -2.196], [-1.765, -1.004, -0.411], [-2.635, -2.002, -0.700], [-3.572, -1.994, -1.858], [-2.685, -3.113, 0.101], [-2.018, -3.248, 1.311], [-2.175, -4.224, 2.008], [-1.242, -2.196, 1.650], [-0.836, -1.107, 0.777], [0.609, -1.311, 0.351], [0.920, -2.074, -0.769], [2.236, -2.276, -1.135], [3.248, -1.711, -0.369], [4.624, -1.909, -0.752], [5.478, -1.394, -0.063], [4.843, -2.575, -1.741], [2.955, -0.960, 0.763], [1.635, -0.769, 1.119], [1.434, 2.550, 3.225], [0.996, 4.221, 2.875], [2.312, 3.452, 1.989], [-0.627, 2.619, 1.841], [0.697, 1.874, 0.939], [-0.193, 4.774, 0.689], [1.139, 4.036, -0.200], [-0.940, 4.197, -1.544], [-1.789, 3.178, -0.380], [0.725, 2.181, -1.772], [-0.885, 2.077, -2.544], [-4.040, -2.966, -1.987], [-3.050, -1.711, -2.769], [-4.344, -1.242, -1.703], [-3.333, -3.856, -0.119], [-0.722, -2.306, 2.508], [-0.890, -0.174, 1.356], [0.127, -2.504, -1.360], [2.496, -2.860, -2.005], [3.763, -0.538, 1.341], [1.398, -0.189, 1.998]], "forces_ev_per_angstrom": [[-0.2, -0.2, -0.1], [0.2, 0.3, 0.0], [-0.3, -0.3, 0.0], [0.3, -0.2, 0.0], [-0.2, 0.5, -0.5], [-0.1, -0.2, 0.3], [-0.2, -0.1, -0.3], [0.0, 0.1, 0.0], [0.0, -0.2, 0.4], [0.3, 0.6, 0.0], [-0.1, 0.0, -0.1], [-0.2, -0.2, -0.2], [-0.1, 0.0, 0.1], [-0.1, -0.4, 0.2], [0.1, 0.3, 0.2], [0.1, 0.1, -0.2], [0.2, 0.0, 0.1], [0.1, 0.1, 0.2], [0.3, 0.0, 0.0], [-1.2, 0.2, 0.4], [0.5, -0.1, -0.1], [0.3, 0.1, 0.1], [0.1, -0.2, -0.2], [0.3, -0.1, -0.1], [-0.1, -0.1, -0.2], [0.1, 0.0, 0.1], [0.0, 0.1, 0.1], [0.1, 0.0, 0.0], [-0.1, -0.1, 0.0], [-0.1, -0.1, 0.1], [0.1, 0.1, 0.0], [0.1, 0.1, 0.0], [-0.1, 0.0, 0.0], [-0.1, 0.0, -0.1], [-0.1, 0.0, 0.0], [0.2, 0.0, 0.2], [0.0, -0.1, 0.0], [0.0, 0.0, 0.0], [0.0, 0.0, 0.0], [0.1, 0.1, 0.1], [-0.1, -0.2, -0.1], [0.0, -0.2, -0.1], [-0.1, 0.0, -0.1], [0.0, 0.0, 0.0], [0.0, 0.0, 0.0], [0.0, 0.1, 0.1]], "homo_ha": -0.3343, "charge": 0, "relative_energy_kcal_mol": 90.99, "gap_ev": 8.51, "smiles": "CCCCCOC(=O)C1=C(C)NC(=O)N[C@H]1c1ccc([N+](=O)[O-])cc1"}



{"formula": "CH7N3O", "method": "the ωB97M-V functional and the def2-TZVPD basis", "elements": ["N", "C", "N", "O", "H", "H", "H", "H", "N", "H", "H", "H"], "coordinates": [[-0.156, 0.433, 0.729], [-0.172, 1.149, -0.414], [-0.866, 2.384, -0.292], [0.365, 0.805, -1.444], [-0.545, 0.866, 1.551], [0.257, -0.494, 0.713], [-0.816, 2.830, -1.203], [-1.837, 2.228, -0.068], [0.879, -2.340, 0.188], [0.160, -3.021, 0.377], [1.014, -2.207, -0.801], [1.718, -2.633, 0.664]], "forces_ev_per_angstrom": [[-0.3, 0.3, 0.2], [-0.3, 0.3, 0.2], [0.2, -0.2, -0.6], [0.3, -0.1, -0.4], [0.2, -0.3, 0.0], [0.0, -0.1, 0.1], [0.0, 0.1, 0.1], [-0.1, 0.1, 0.3], [-0.2, 0.3, 0.7], [-0.1, -0.1, -0.2], [0.1, -0.1, -0.1], [0.2, 0.0, -0.3]], "homo_ha": -0.3512, "charge": 0, "relative_energy_kcal_mol": 0.42, "gap_ev": 10.48, "smiles": "NC(N)=O.N"}



{"formula": "C17H21FN2O2Zn", "method": "the ωB97M-V functional and the def2-TZVPD basis", "elements": ["C", "C", "C", "C", "C", "C", "O", "C", "C", "N", "C", "F", "C", "N", "C", "O", "C", "C", "C", "C", "C", "C", "H", "H", "H", "H", "H", "H", "H", "H", "H", "H", "H", "H", "H", "H", "H", "H", "H", "H", "H", "H", "H", "Zn"], "coordinates": [[0.623, -3.749, -0.026], [-0.834, -4.148, -0.332], [-0.952, -5.458, -1.158], [-1.698, -3.023, -0.974], [-2.487, -2.260, 0.140], [-0.934, -2.069, -1.944], [-0.991, -0.707, -1.394], [0.284, -0.022, -1.351], [0.661, 0.323, -2.745], [1.223, 0.532, -3.729], [0.016, 1.199, -0.441], [-1.298, 1.640, -0.674], [0.028, 0.657, 0.957], [0.099, 0.329, 2.058], [1.054, 2.364, -0.563], [1.863, 2.429, 0.600], [1.682, 3.571, 1.352], [2.613, 4.612, 1.281], [2.478, 5.750, 2.049], [1.392, 5.899, 2.933], [0.442, 4.879, 2.990], [0.576, 3.736, 2.216], [1.102, -4.562, 0.524], [1.162, -3.685, -0.989], [0.730, -2.770, 0.462], [-1.304, -4.377, 0.641], [-0.289, -6.217, -0.734], [-1.999, -5.781, -1.091], [-0.716, -5.241, -2.208], [-2.475, -3.526, -1.570], [-1.847, -1.647, 0.783], [-3.342, -1.635, -0.322], [-3.000, -3.005, 0.761], [-1.510, -2.041, -2.891], [0.073, -2.391, -2.217], [0.996, -0.701, -0.865], [0.465, 3.292, -0.635], [1.699, 2.276, -1.445], [3.458, 4.503, 0.602], [3.229, 6.534, 1.978], [1.315, 6.788, 3.553], [-0.408, 4.982, 3.661], [-0.208, 2.991, 2.320], [-2.969, -0.274, -1.563]], "forces_ev_per_angstrom": [[-0.2, -0.1, -1.3], [-0.1, -0.3, 0.7], [-0.1, 1.1, 0.3], [-0.2, 0.0, 0.3], [1.3, -0.8, -0.6], [-1.5, -1.0, -0.3], [0.1, -0.6, -0.4], [-1.2, 0.8, -0.8], [1.1, -0.1, 0.5], [-0.6, 0.0, 0.3], [0.9, -0.6, 1.2], [-0.1, 0.0, -0.5], [0.1, 0.5, 0.0], [-0.2, -0.2, -0.6], [-0.3, 0.5, 0.4], [-0.2, -0.1, -0.5], [-0.5, 1.2, 1.1], [0.4, -0.5, -0.5], [-0.2, 0.3, 0.4], [0.4, -0.3, -0.4], [0.1, 0.2, 0.1], [-0.1, -0.3, -0.1], [0.0, 0.4, 0.2], [0.1, -0.1, 0.3], [-0.1, -0.4, 0.3], [0.1, 0.1, -0.2], [-0.2, 0.0, -0.3], [0.3, -0.2, -0.2], [0.1, -0.4, 0.2], [0.3, 0.0, 0.1], [-0.3, 0.1, -0.2], [-0.4, 0.1, 0.2], [-0.4, 0.4, -0.3], [0.4, 0.2, 0.1], [0.0, 0.3, 0.4], [0.1, 0.2, -0.3], [0.1, -0.3, -0.2], [-0.2, -0.2, 0.1], [-0.1, 0.0, 0.2], [-0.2, -0.2, 0.0], [-0.1, -0.2, -0.1], [0.1, -0.1, -0.2], [0.3, -0.1, -0.1], [1.4, 0.1, 0.9]], "homo_ha": -0.5125, "charge": 2, "gap_ev": 1.90}



{"formula": "C49H45AsCl2KN6O7S4", "method": "the ωB97M-V functional and the def2-TZVPD basis", "elements": ["K", "O", "N", "C", "C", "C", "C", "C", "S", "H", "H", "H", "H", "Cl", "C", "C", "C", "Cl", "C", "O", "C", "C", "O", "C", "H", "H", "H", "S", "C", "C", "C", "C", "C", "C", "N", "C", "C", "C", "C", "C", "C", "C", "C", "N", "C", "C", "C", "C", "C", "S", "C", "H", "H", "H", "H", "H", "H", "H", "H", "H", "H", "H", "H", "C", "C", "S", "O", "O", "C", "C", "N", "C", "N", "C", "C", "N", "O", "O", "C", "H", "H", "H", "H", "H", "H", "H", "H", "H", "H", "H", "H", "H", "C", "As", "C", "C", "C", "C", "C", "C", "C", "C", "H", "H", "H", "H", "H", "H", "H", "H", "H", "H", "H", "H", "H"], "coordinates": [[0.358, 0.769, -0.174], [-1.570, 0.921, -1.540], [-1.211, 0.955, -2.791], [-1.591, -0.036, -3.622], [-1.204, -0.107, -4.937], [-0.388, 0.904, -5.444], [-0.047, 1.950, -4.619], [-0.474, 2.018, -3.279], [-0.180, 3.368, -2.300], [-2.226, -0.779, -3.165], [-1.520, -0.947, -5.540], [-0.046, 0.874, -6.472], [0.560, 2.770, -4.974], [6.145, 1.222, 5.097], [4.911, 1.370, 3.863], [4.504, 2.653, 3.459], [3.557, 2.774, 2.486], [3.054, 4.351, 1.977], [2.920, 1.645, 1.822], [2.104, 1.800, 0.899], [3.353, 0.359, 2.327], [2.753, -0.858, 1.845], [1.797, -0.982, 1.099], [4.349, 0.255, 3.310], [4.938, 3.533, 3.912], [3.241, -1.777, 2.250], [4.663, -0.730, 3.639], [-3.108, -4.218, -2.808], [-3.704, -5.814, -3.085], [-2.723, -6.634, -3.554], [-1.468, -5.990, -3.678], [-1.486, -4.664, -3.284], [-0.403, -3.721, -3.244], [-0.445, -2.595, -2.387], [0.482, -1.686, -2.284], [1.592, -1.794, -3.075], [1.761, -2.900, -3.963], [2.950, -2.960, -4.769], [3.897, -2.000, -4.697], [3.755, -0.883, -3.812], [4.719, 0.112, -3.699], [4.535, 1.178, -2.821], [3.317, 1.188, -2.091], [2.395, 0.270, -2.171], [2.582, -0.786, -3.007], [5.515, 2.234, -2.659], [6.671, 2.464, -3.369], [7.384, 3.609, -2.938], [6.777, 4.246, -1.901], [5.322, 3.458, -1.438], [0.765, -3.862, -4.028], [-4.734, -6.047, -2.866], [-2.890, -7.676, -3.795], [-0.560, -6.493, -3.979], [-1.316, -2.460, -1.744], [3.066, -3.801, -5.446], [4.789, -2.055, -5.314], [5.619, 0.038, -4.301], [3.103, 2.009, -1.410], [7.000, 1.831, -4.181], [8.310, 3.944, -3.387], [7.095, 5.140, -1.387], [0.873, -4.700, -4.709], [-2.969, 7.027, 6.132], [-4.002, 6.198, 5.380], [-3.233, 5.714, 3.811], [-2.972, 6.920, 3.057], [-2.135, 4.850, 4.140], [-4.541, 4.821, 2.955], [-4.067, 4.142, 1.661], [-3.085, 3.089, 1.842], [-1.760, 3.181, 1.565], [-1.104, 2.091, 1.926], [-1.998, 1.264, 2.483], [-3.254, 1.838, 2.440], [-4.442, 1.255, 2.856], [-4.397, 0.098, 3.245], [-5.504, 1.878, 2.782], [-1.120, 4.332, 0.895], [-3.341, 7.332, 7.109], [-2.716, 7.913, 5.550], [-2.061, 6.440, 6.264], [-4.906, 6.758, 5.145], [-4.249, 5.270, 5.894], [-5.285, 5.584, 2.727], [-4.960, 4.087, 3.638], [-3.628, 4.891, 1.004], [-4.943, 3.719, 1.174], [-1.721, 0.314, 2.902], [-1.459, 5.288, 1.297], [-1.303, 4.284, -0.183], [-0.045, 4.232, 1.040], [-1.511, -2.413, 3.244], [-1.009, -1.894, 1.398], [-2.781, -2.307, 0.647], [0.015, -3.567, 0.934], [-0.618, -4.872, 1.249], [-0.452, -5.484, 2.495], [-1.068, -6.688, 2.795], [-1.865, -7.322, 1.851], [-2.022, -6.741, 0.600], [-1.404, -5.537, 0.304], [-1.840, -3.450, 3.279], [-2.338, -1.783, 3.576], [-0.669, -2.277, 3.925], [-2.953, -3.378, 0.530], [-2.903, -1.809, -0.314], [-3.529, -1.903, 1.332], [0.957, -3.440, 1.468], [0.218, -3.466, -0.131], [0.183, -5.003, 3.232], [-0.924, -7.138, 3.771], [-2.347, -8.264, 2.084], [-2.620, -7.230, -0.160], [-1.512, -5.105, -0.684]], "forces_ev_per_angstrom": [[-0.1, -0.5, -0.5], [-1.2, -0.1, -0.6], [0.1, 0.2, -0.4], [-0.1, -0.2, -0.2], [0.0, 0.0, 0.0], [0.0, 0.1, 0.1], [0.0, -0.3, -0.2], [-0.2, 0.2, 0.0], [0.3, 0.3, 0.2], [0.0, 0.0, 0.1], [0.0, 0.0, 0.1], [0.0, 0.0, 0.0], [0.0, 0.0, 0.0], [0.1, 0.0, 0.1], [0.0, 0.0, 0.0], [-0.1, -0.1, -0.1], [0.0, -0.1, 0.1], [0.0, 0.2, 0.0], [0.2, 0.1, 0.0], [1.1, 0.7, 0.8], [0.0, 0.4, 0.0], [-0.1, -0.3, 0.0], [0.5, -0.2, 0.3], [0.0, 0.0, 0.0], [0.0, 0.0, 0.0], [0.0, 0.0, 0.0], [0.0, 0.0, 0.0], [0.1, -0.1, -0.1], [-0.1, 0.0, 0.1], [-0.1, 0.0, 0.0], [0.1, 0.0, 0.0], [0.0, 0.1, 0.0], [-0.3, 0.1, 0.2], [0.2, -0.1, -0.3], [-0.3, 0.0, 0.4], [0.4, 0.1, -0.2], [-0.4, -0.1, 0.2], [0.2, 0.1, -0.1], [0.0, -0.1, -0.1], [0.1, 0.2, 0.1], [-0.1, 0.0, 0.1], [-0.2, -0.2, -0.1], [0.2, 0.0, -0.1], [-0.1, 0.2, 0.2], [-0.1, -0.3, -0.1], [0.1, 0.3, 0.1], [-0.1, -0.1, 0.0], [0.1, 0.1, 0.0], [-0.1, 0.0, 0.1], [0.2, -0.1, -0.2], [0.3, 0.0, -0.1], [0.0, 0.0, 0.0], [0.0, 0.0, 0.0], [0.0, 0.0, 0.0], [0.0, 0.0, 0.0], [0.0, 0.0, 0.0], [0.0, 0.0, 0.0], [0.0, 0.0, 0.0], [0.0, 0.0, 0.0], [0.0, 0.0, 0.0], [0.0, 0.0, 0.0], [0.0, 0.0, 0.0], [0.0, 0.0, 0.0], [0.0, -0.1, -0.1], [0.3, -0.1, -0.4], [-0.4, 0.3, 0.2], [-0.1, 0.0, 0.0], [0.0, -0.3, 0.0], [0.5, -0.1, 0.1], [0.0, 0.2, 0.0], [-0.2, -0.1, 0.3], [-0.1, 0.1, -0.2], [0.2, 0.0, 0.2], [-0.5, 0.3, 0.0], [0.9, 0.2, 0.0], [-0.6, -0.5, -0.2], [0.2, -0.1, 0.2], [0.0, 0.5, 0.0], [0.0, 0.1, 0.0], [-0.1, 0.0, 0.0], [0.0, 0.0, 0.1], [0.0, 0.0, 0.1], [0.0, 0.0, 0.0], [0.0, 0.0, 0.0], [-0.1, -0.1, -0.1], [0.0, -0.1, 0.1], [0.0, -0.1, -0.1], [0.0, 0.1, 0.0], [-0.1, -0.1, 0.0], [0.0, 0.0, 0.0], [0.0, 0.0, 0.0], [0.0, 0.0, 0.0], [0.1, 0.1, 0.0], [-0.3, -0.6, 0.1], [-0.1, 0.0, 0.0], [0.0, 0.4, 0.0], [-0.1, -0.2, 0.1], [0.1, 0.1, 0.0], [0.0, -0.1, 0.0], [0.0, 0.0, 0.0], [0.0, -0.1, 0.0], [0.1, 0.1, 0.0], [0.0, 0.0, 0.0], [0.0, 0.1, 0.0], [0.0, 0.0, 0.0], [0.0, 0.0, 0.0], [0.0, 0.0, 0.0], [0.0, 0.0, 0.0], [0.0, 0.0, 0.0], [0.1, 0.0, 0.0], [0.0, 0.0, 0.0], [0.0, 0.0, 0.0], [0.0, 0.0, 0.0], [0.0, 0.0, 0.0], [0.0, 0.0, 0.0]], "homo_ha": [0.0090, -0.0728], "multiplicity": 2, "charge": -2, "relative_energy_kcal_mol": 31.95, "gap_ev": [2.74, 4.97]}



In Eh/bohr, the maximum force values for the records above are, in order, 0.0250; 0.0145; 0.0351; 0.0293.
In g mol⁻¹, the molecular weight values for the records above are, in order, 347.4; 77.1; 369.8; 1143.1.